87
Properties=species:S:1:pos:R:3:forces:R:3 method="wB97M-V/def2-TZVPD" energy_ev=-101538.6169 total_charge=+1 homo_lumo_gap_ev="7.07 / 7.33" e_lumo_ev="-3.5 / -3.7" spin_multiplicity=4 e_above_lowest_ev=1.147
V -1.45192 0.20514 1.11743 -0.129 -0.549 0.656
S 2.52322 6.12692 2.48977 -0.151 -0.261 0.594
C 2.13812 6.86134 4.01305 -0.736 -1.209 -0.069
C 1.16243 6.14315 4.67340 0.562 0.179 -1.427
C 0.71972 5.02636 3.92289 -0.442 -1.469 0.292
C 1.41883 4.79886 2.75376 -0.833 0.168 0.089
C 1.20563 3.67731 1.78355 0.676 0.439 -0.104
C 0.17039 2.71840 1.93352 1.280 -0.660 -1.018
N 0.01330 1.72273 1.03075 -0.486 1.122 1.675
C 0.77276 1.67313 -0.05486 0.584 -0.293 -1.091
C 1.87041 2.51585 -0.27588 0.408 0.581 0.652
C 2.66995 2.34019 -1.48793 -0.090 1.773 0.965
C 2.27744 1.53909 -2.45950 -1.349 -2.303 -1.315
C 1.14694 0.57418 -2.26028 -0.656 1.248 -0.393
C 0.63569 -0.32520 -3.24095 2.436 -0.151 -0.053
C -0.28925 -1.30492 -2.93793 0.403 0.572 0.121
C -0.88747 -1.12672 -1.71192 -2.397 -0.467 2.770
N -0.61874 -0.16794 -0.77812 0.823 -0.605 -2.000
C 0.40502 0.68243 -1.06142 0.599 -0.511 -0.170
C -0.57599 -2.47237 -3.80007 -0.547 0.392 -0.290
C -1.68858 -2.70088 -4.54511 -1.589 0.110 -0.657
C -1.60599 -3.92186 -5.32075 0.236 1.219 0.754
C -0.41672 -4.55562 -5.19501 0.106 -0.425 0.339
S 0.53439 -3.72482 -4.06990 1.753 -0.127 0.438
C 2.09190 3.53382 0.69922 -1.125 -0.831 -0.241
H 2.66154 7.72758 4.36818 0.096 0.208 -0.120
H 0.73720 6.37852 5.61501 -0.116 0.370 0.688
H -0.07187 4.32178 4.31252 1.000 0.915 -0.520
H -0.46628 2.70994 2.80405 -0.085 -0.063 -0.079
H 3.48738 3.03723 -1.69123 -0.193 -0.237 0.315
H 2.76853 1.55402 -3.43781 -0.073 -0.180 0.434
H 1.19504 -0.42855 -4.17870 -0.310 0.268 0.190
H -1.73802 -1.81365 -1.38973 1.268 0.781 -0.526
H -2.57191 -1.99305 -4.57051 1.180 -1.040 0.021
H -2.38850 -4.29117 -5.90793 -1.028 -0.336 -0.838
H -0.05311 -5.51449 -5.59855 -0.401 0.752 0.181
H 2.89335 4.24958 0.59422 0.205 -0.093 -0.138
C 0.43106 -4.76684 -0.30538 1.634 -1.107 -0.937
C 1.51193 -5.08880 0.76709 -0.330 0.542 -0.477
N 2.71726 -4.29617 0.68991 -0.206 1.884 1.028
C 3.73350 -4.67410 -0.22159 1.132 0.401 -1.321
C 3.60943 -3.99686 -1.62367 -0.439 -1.871 -0.176
C 2.95966 -3.15473 1.43016 0.649 -0.694 -0.666
O 4.06860 -2.64150 1.50237 -0.563 0.038 -0.116
C 1.82321 -2.53754 2.17755 0.796 -0.905 -0.489
C 1.79703 -2.73091 3.54502 0.034 -0.044 -0.049
C 0.79004 -2.09942 4.21961 -1.135 0.365 2.043
C -0.13778 -1.32583 3.54194 0.833 -0.195 -1.868
N -0.09903 -1.16581 2.17959 -0.144 0.212 1.086
C 0.88883 -1.77069 1.51370 -0.165 0.021 0.973
H -0.33392 -5.55987 -0.28605 0.155 0.460 -0.111
H 0.96220 -4.77773 -1.31289 -0.957 -0.124 1.174
H -0.00649 -3.78489 -0.20267 -0.196 0.237 0.296
H 1.90514 -6.09282 0.67732 -0.535 -0.517 -0.130
H 1.12360 -4.97979 1.76299 -0.404 -0.063 0.453
H 3.80670 -5.74736 -0.26605 -0.410 -0.565 -0.405
H 4.71123 -4.41003 0.17426 -0.087 0.377 0.202
H 2.75302 -4.40575 -2.25068 1.163 0.471 0.797
H 4.55581 -4.19093 -2.13022 -0.149 -0.022 -0.300
H 3.51089 -2.93449 -1.55208 -0.164 0.724 0.283
H 2.53637 -3.35160 4.05733 -0.198 0.254 -0.277
H 0.65535 -2.18507 5.33158 0.315 0.057 -1.270
H -0.88793 -0.77832 4.04724 -0.833 0.315 0.374
H 0.94392 -1.59467 0.45529 0.057 -0.135 -0.263
C -2.45582 3.18748 -3.22759 -1.680 1.422 0.542
C -2.71473 2.67921 -1.80832 0.104 -0.907 0.396
C -3.30889 1.42246 -1.57073 0.598 0.790 0.219
C -3.47165 0.93739 -0.26332 -0.104 -0.320 -0.143
C -4.17846 -0.38608 -0.03101 1.290 -0.237 -1.149
C -3.12560 1.73564 0.84645 -0.921 0.978 0.014
C -2.65948 3.04913 0.61133 0.598 0.387 1.064
C -2.51940 4.03188 1.78268 -1.210 -2.445 0.876
C -2.35184 3.44558 -0.67208 -0.695 -0.674 -1.311
C -3.47214 1.29033 2.28767 -0.754 -0.710 0.922
O -4.26498 1.90872 2.99996 1.611 -1.152 -1.314
O -2.81074 0.15392 2.58824 -0.591 1.772 -0.181
H -3.34234 2.97501 -3.87281 0.662 0.061 0.464
H -1.59965 2.76075 -3.70076 0.703 -0.399 -0.162
H -2.34580 4.31500 -3.22206 0.006 -1.281 0.008
H -3.63693 0.79374 -2.38893 -0.011 0.069 -0.106
H -4.58608 -0.82575 -0.93923 0.231 0.127 -0.215
H -4.98804 -0.18635 0.58425 -1.634 0.153 1.436
H -3.57674 -1.15425 0.46896 0.003 0.069 -0.018
H -2.45916 3.53501 2.79019 0.158 0.154 -1.084
H -3.48333 4.49357 1.88075 -0.413 0.783 -0.140
H -1.72959 4.71226 1.71439 1.068 1.227 -0.489
H -1.92306 4.39157 -0.91692 0.247 0.732 0.389

105
Properties=species:S:1:pos:R:3:forces:R:3 method="wB97M-V/def2-TZVPD" energy_ev=-73424.1018 smiles="NC[C@@H](O)CC1=CC(=O)c2ccccc2C1=O.CCOC(=O)OC.CCOC(=O)OC.CCOC(=O)OC.CCOC(=O)OC.CCOC(=O)OC" homo_lumo_gap_ev=8.43 e_lumo_ev=-1.0
N 3.70776 2.29256 -0.15639 0.592 -0.760 0.724
C 3.56728 1.13306 0.77123 -0.652 0.822 0.192
C 2.36270 0.21232 0.31403 0.853 -0.934 0.160
O 2.56100 -0.04853 -1.09838 -0.137 0.138 0.620
C 2.31521 -1.20346 1.00950 0.265 -0.199 0.696
C 2.48842 -1.19280 2.56078 0.167 0.172 0.240
C 2.14633 -0.15771 3.38196 0.801 -1.146 -0.136
C 2.42752 -0.28451 4.91841 0.732 -0.557 -0.832
O 1.68690 0.14003 5.77270 0.636 0.079 -0.416
C 3.74694 -1.06261 5.26443 1.296 -0.705 0.041
C 4.60828 -0.67535 6.39320 0.232 -2.230 -2.121
C 5.83570 -1.46418 6.58403 -1.224 -0.065 -1.033
C 6.17762 -2.57974 5.71745 -1.289 0.469 -0.843
C 5.32396 -2.96859 4.59167 -1.116 2.081 1.388
C 4.11085 -2.19440 4.37781 0.456 0.727 0.991
C 3.13856 -2.48173 3.18251 0.072 1.313 0.759
O 2.88227 -3.58821 2.77264 0.252 1.149 0.284
H 2.79669 2.70639 -0.34791 0.373 -0.262 -0.209
H 4.17630 1.99664 -1.01010 -0.541 0.301 0.092
H 4.53756 0.55787 0.84037 -1.020 0.474 -0.291
H 3.41199 1.59360 1.78399 0.012 -0.738 -0.823
H 1.36080 0.71129 0.44674 1.093 -0.238 -0.351
H 3.51300 -0.22544 -1.22029 -0.596 0.007 0.075
H 1.36449 -1.74094 0.74438 0.828 0.528 0.203
H 3.14875 -1.84323 0.59158 -0.810 0.710 0.358
H 1.71627 0.75667 2.91726 0.102 -0.697 0.908
H 4.32941 0.19772 7.02396 0.332 -0.926 -0.509
H 6.51646 -1.18114 7.42099 -0.613 -0.359 -0.867
H 7.12107 -3.16823 5.84589 -0.974 0.808 0.138
H 5.54897 -3.79503 3.88321 -0.026 0.683 0.808
C -5.29738 -2.12748 2.46934 0.100 -0.094 0.292
C -4.43021 -1.19951 1.64188 -0.406 -0.387 -0.208
O -3.72236 -0.27506 2.47831 0.274 0.108 -0.053
C -2.64871 -0.77080 3.10718 -0.182 0.107 0.148
O -2.23365 -1.89828 3.02142 -0.001 0.164 -0.069
O -2.12901 0.20034 3.86667 -0.111 -0.170 -0.267
C -1.02477 -0.22126 4.67287 0.172 0.079 0.305
H -5.95548 -1.55364 3.12551 -0.052 0.031 -0.154
H -5.90517 -2.76405 1.82454 0.013 0.061 -0.010
H -4.68924 -2.76854 3.10975 0.027 -0.001 -0.139
H -5.06369 -0.60177 0.98433 0.175 0.211 0.156
H -3.73859 -1.75503 1.00540 0.105 0.039 0.201
H -0.25598 -0.70145 4.06980 -0.203 -0.095 0.010
H -1.37306 -0.89479 5.45755 0.073 -0.083 -0.127
H -0.59628 0.66174 5.13943 -0.224 0.049 -0.159
C 3.41026 -6.09738 1.71216 -0.108 -0.427 -0.313
C 4.67989 -6.52871 1.00832 -0.111 0.313 0.537
O 4.41321 -7.51049 -0.00423 0.155 0.008 -0.416
C 3.90320 -7.03383 -1.14292 -0.182 -0.203 0.353
O 3.65882 -5.87718 -1.38396 -0.344 -0.896 0.362
O 3.68545 -8.06882 -1.96532 0.127 0.186 0.075
C 3.04849 -7.71082 -3.19101 -0.173 -0.023 -0.330
H 2.86996 -6.96538 2.09864 0.155 -0.039 0.042
H 3.63818 -5.42896 2.53371 0.055 -0.209 -0.052
H 2.73577 -5.58226 1.02736 0.129 0.091 0.068
H 5.35204 -7.00218 1.72607 -0.026 -0.222 -0.242
H 5.21185 -5.67405 0.58335 -0.119 -0.079 -0.172
H 3.58957 -6.91329 -3.70069 -0.075 0.025 0.123
H 2.01595 -7.41328 -3.00125 0.100 0.129 -0.023
H 3.04487 -8.59122 -3.83145 0.107 -0.065 0.233
C 5.16933 -4.08026 -2.41418 0.593 0.484 -0.223
C 5.52348 -2.85096 -3.22811 -0.379 -0.491 -0.087
O 6.50605 -2.04487 -2.55698 0.294 0.220 -0.096
C 7.76443 -2.49038 -2.63053 -0.234 -0.008 0.156
O 8.13625 -3.47962 -3.20722 0.018 0.186 0.032
O 8.54195 -1.65270 -1.92952 -0.115 -0.056 -0.140
C 9.90590 -2.06412 -1.84574 0.381 -0.005 0.079
H 4.86813 -3.79852 -1.40474 -0.169 0.043 -0.139
H 4.36076 -4.62925 -2.88416 0.049 0.227 -0.044
H 6.02763 -4.74839 -2.31595 -0.033 0.024 -0.127
H 4.63685 -2.22471 -3.34308 0.209 0.191 0.124
H 5.86332 -3.11559 -4.23169 0.192 0.037 0.128
H 10.32405 -2.25299 -2.83450 -0.115 -0.115 0.061
H 9.98899 -2.95294 -1.21839 0.009 -0.037 -0.166
H 10.46737 -1.25566 -1.38014 -0.261 0.069 0.002
C -4.24797 4.00653 -0.05429 0.023 0.090 -0.327
C -5.47997 3.26173 0.41981 0.576 -0.035 0.282
O -6.65551 3.72561 -0.25782 -0.256 -0.156 -0.139
C -6.81890 3.26755 -1.50415 0.095 0.227 0.116
O -6.08556 2.50946 -2.08473 -0.168 0.030 0.081
O -7.93262 3.81896 -2.00469 0.107 -0.138 0.132
C -8.17726 3.48857 -3.37308 -0.146 -0.035 -0.411
H -4.39420 5.08526 0.03482 0.002 -0.058 0.155
H -3.37378 3.71638 0.53046 -0.067 0.002 0.031
H -4.04208 3.79905 -1.10582 -0.008 -0.106 0.086
H -5.63365 3.45752 1.48191 -0.289 0.072 -0.144
H -5.36768 2.18193 0.30397 -0.082 0.083 -0.187
H -8.17043 2.40944 -3.52695 0.145 0.074 0.054
H -7.43639 3.97219 -4.01105 0.010 -0.133 0.031
H -9.16289 3.87019 -3.63454 0.063 0.090 0.241
C -8.67819 9.71869 -6.58576 -0.215 -0.249 0.022
C -7.79850 10.00238 -5.38428 0.147 0.158 -0.550
O -8.47733 9.69401 -4.16021 0.103 -0.164 0.224
C -8.53776 8.39434 -3.84781 -0.184 0.154 -0.017
O -8.07089 7.48679 -4.48891 -0.010 0.102 0.117
O -9.22733 8.27408 -2.70745 0.163 0.081 -0.184
C -9.44810 6.92126 -2.30747 -0.067 -0.363 0.227
H -9.63657 10.23350 -6.48931 0.114 0.118 -0.018
H -8.19066 10.04462 -7.50580 0.002 0.030 0.056
H -8.89618 8.65286 -6.67197 0.135 0.039 0.004
H -7.56514 11.06754 -5.34838 -0.130 -0.067 0.282
H -6.84932 9.46613 -5.44420 -0.150 -0.135 0.099
H -8.51319 6.36368 -2.26159 -0.078 0.035 -0.119
H -10.14851 6.44095 -2.99307 0.144 -0.030 -0.034
H -9.89093 6.93491 -1.31308 0.033 0.260 -0.083

14
Properties=species:S:1:pos:R:3:forces:R:3 method="wB97M-V/def2-TZVPD" energy_ev=-8372.6171 smiles="CCCOC=O" homo_lumo_gap_ev=11.73 e_lumo_ev=1.0 e_above_lowest_ev=0.665
C -1.33018 0.44997 -0.52976 -0.016 0.014 -0.074
C -0.91257 0.18228 0.92676 -0.001 0.002 0.073
C 0.41610 -0.54314 1.05835 -0.169 -0.147 0.098
O 1.48928 0.26269 0.52982 0.062 0.013 -0.130
C 2.00917 -0.09682 -0.64656 -0.033 -0.250 -0.264
O 1.66744 -1.02485 -1.33416 0.160 0.400 0.331
H -2.38098 0.19557 -0.69652 0.138 0.077 0.040
H -1.20254 1.50324 -0.79717 0.020 -0.160 0.024
H -0.73456 -0.14346 -1.23086 -0.124 0.052 0.109
H -1.66093 -0.43751 1.43567 0.109 0.059 -0.077
H -0.85783 1.12121 1.48997 -0.019 -0.136 -0.065
H 0.67113 -0.71201 2.10830 -0.036 0.027 -0.146
H 0.40210 -1.49912 0.52867 -0.017 0.122 0.079
H 2.82220 0.59815 -0.90223 -0.073 -0.073 0.001

17
Properties=species:S:1:pos:R:3:forces:R:3 method="wB97M-V/def2-TZVPD" energy_ev=-10340.2996 homo_lumo_gap_ev="8.60 / 7.46" e_lumo_ev="0.4 / -0.3" e_above_lowest_ev=9.188
C -1.69789 0.16905 -0.51680 0.175 -0.143 0.378
C 0.71392 -1.77836 0.25507 -0.149 0.327 0.118
C 1.34459 1.02118 -0.73145 0.132 0.423 -0.572
N -0.77272 -0.28421 1.19003 0.362 0.051 -0.268
N -0.82828 0.64768 -1.39203 0.020 0.049 0.012
O 0.56485 -0.46855 0.84106 -0.829 -0.109 0.308
O -0.77533 0.94881 1.86861 0.161 -0.300 -0.400
H -0.11561 0.86025 2.57406 -0.058 -0.086 -0.073
H -0.89875 1.66418 -1.41434 0.294 -0.074 0.210
H -2.03997 -0.85070 -0.67938 0.119 -0.036 0.190
H -2.41408 0.81592 -0.00832 0.046 -0.046 -0.054
H 1.78442 -1.93212 0.13629 -0.049 0.005 0.077
H 0.23301 -1.80872 -0.72214 -0.058 0.057 0.000
H 0.27585 -2.52019 0.92270 0.077 0.011 -0.037
H 1.35504 1.04659 -1.81065 0.015 0.147 0.068
H 1.06016 1.92681 -0.21529 -0.080 -0.014 -0.046
H 2.21081 0.54237 -0.29741 -0.179 -0.263 0.089